DFT (ωB97M-V with the def2-TZVPD basis set) results for a molecular structure, C31H42BrIrN5O4PS2.

Calculated values
<S²> = 0.81
HOMO level (alpha / beta) = -16.62 / -16.29 eV
multiplicity = 2
max |F| = 1.56 eV/Å
charge = +3
ΔE to the lowest compared entry with this formula, charge and spin = 61.0 kJ/mol
gap between HOMO and LUMO (alpha / beta) = 8.3 / 5.2 eV

Element x y z (Å)
Ir: -0.21 -0.12 -0.05
O: 4.26 -0.80 -0.17
C: 4.61 0.47 -0.13
C: 5.98 0.75 -0.22
C: 6.40 2.05 -0.18
C: 5.49 3.13 -0.06
C: 4.15 2.88 0.02
C: 3.66 1.55 -0.01
C: 2.26 1.30 0.04
O: 1.79 0.07 0.02
N: 1.44 2.35 0.12
N: 0.13 2.05 0.14
C: -0.62 3.16 0.15
S: -2.34 3.08 0.07
C: -2.59 4.83 0.52
C: -1.45 5.62 -0.07
S: 0.10 4.71 0.23
H: 3.29 -0.89 -0.08
H: 6.67 -0.08 -0.30
H: 7.46 2.26 -0.24
H: 5.86 4.14 -0.03
H: 3.44 3.69 0.12
H: -2.64 4.89 1.60
H: -3.55 5.13 0.10
H: -1.35 6.59 0.42
H: -1.55 5.77 -1.14
C: -4.93 0.24 0.58
O: -3.91 0.35 1.62
C: -2.68 0.21 1.29
O: -2.27 0.02 0.12
N: -1.81 0.29 2.33
N: -0.46 -0.01 2.07
H: -5.87 0.35 1.11
H: -4.86 -0.73 0.11
H: -4.80 1.04 -0.14
H: -2.14 0.37 3.28
H: -0.16 -0.84 2.58
H: 0.11 0.78 2.38
Br: -0.33 1.40 -6.58
C: -0.25 1.03 -4.76
C: -1.40 1.00 -3.99
C: -1.30 0.68 -2.66
N: -0.12 0.41 -2.05
C: 0.99 0.49 -2.80
C: 0.97 0.80 -4.14
H: -2.37 1.20 -4.42
H: -2.18 0.63 -2.03
H: 1.93 0.32 -2.30
H: 1.90 0.85 -4.69
C: -2.71 -3.16 -0.73
C: -1.63 -3.48 0.31
C: -2.05 -3.04 1.71
C: -1.46 -5.00 0.40
P: -0.06 -2.55 -0.17
C: 1.16 -3.11 1.09
C: 1.55 -4.46 1.10
C: 2.40 -4.95 2.07
C: 2.88 -4.13 3.08
C: 2.50 -2.79 3.09
C: 1.66 -2.30 2.11
C: 0.59 -3.16 -1.84
C: -0.26 -2.59 -2.99
C: 2.05 -2.67 -1.89
C: 0.63 -4.68 -2.09
H: -3.66 -3.60 -0.39
H: -2.49 -3.62 -1.69
H: -2.86 -2.09 -0.88
H: -2.96 -3.59 1.99
H: -2.29 -1.99 1.76
H: -1.29 -3.28 2.45
H: -2.45 -5.42 0.59
H: -0.83 -5.29 1.23
H: -1.10 -5.47 -0.51
H: 1.20 -5.14 0.34
H: 2.68 -6.00 2.05
H: 3.53 -4.52 3.84
H: 2.88 -2.13 3.86
H: 1.43 -1.25 2.13
H: -0.68 -1.61 -2.79
H: -1.09 -3.25 -3.22
H: 0.36 -2.52 -3.89
H: 2.15 -1.62 -1.65
H: 2.45 -2.84 -2.89
H: 2.67 -3.22 -1.18
H: -0.36 -5.12 -2.14
H: 1.25 -5.23 -1.39
H: 1.08 -4.81 -3.08